ORCA calculation (the ωB97M-V functional and the def2-TZVPD basis) on a molecular structure, C20H46N5O3P2PdSi2.

```
79
Properties=species:S:1:pos:R:3:forces:R:3
Pd 0.099799 -0.439606 0.762264 -0.54 -2.09 -0.15
C 3.353621 2.149091 -2.428677 -0.02 -0.01 -0.03
N 2.491676 1.248094 -3.199455 -0.21 0.08 0.32
C 2.439193 1.538837 -4.625476 0.00 -0.12 -0.01
P 1.224903 0.617493 -2.366829 0.08 0.27 -0.51
O 1.632320 0.038819 -1.069886 0.01 -0.02 -0.03
O 0.240981 1.924176 -2.115585 0.03 -0.30 0.05
P -1.055027 1.901252 -1.136012 -0.23 0.66 -0.13
O -1.359941 0.526818 -0.666468 -0.15 0.22 -0.36
N -0.631925 2.921537 0.106743 0.14 -0.29 -0.35
C -0.789336 4.366737 -0.043005 -0.05 -0.02 0.06
C 0.622338 2.542372 0.764989 -0.26 0.08 -0.01
N -2.268555 2.574803 -2.001827 0.32 -0.24 0.02
C -3.549181 1.883216 -2.132978 -0.05 0.02 0.12
C -2.009523 3.611280 -2.995036 -0.02 0.03 0.04
N 0.383354 -0.379891 -3.366188 -0.11 0.17 0.36
C -0.038654 -1.680131 -2.839667 0.12 -0.03 -0.12
C -0.556074 0.180397 -4.334146 -0.02 -0.04 -0.01
H 4.376396 2.067343 -2.796649 -0.01 0.00 -0.01
H 3.341843 1.850123 -1.382619 0.05 0.01 0.00
H 3.031673 3.193314 -2.509613 -0.01 -0.03 -0.02
H 3.459324 1.682243 -4.980144 0.00 -0.02 -0.02
H 1.868944 2.447000 -4.852485 0.01 0.00 0.02
H 2.011895 0.692537 -5.158790 0.00 0.03 -0.03
H -1.771495 4.586141 -0.454756 0.03 0.04 0.01
H -0.014021 4.808536 -0.679607 -0.01 0.00 0.00
H -0.722084 4.824000 0.944110 -0.01 0.00 -0.01
H 0.642168 1.438211 0.891465 0.30 0.92 0.15
H 0.669008 3.015172 1.744505 -0.01 -0.07 0.04
H 1.499586 2.838348 0.180428 0.03 -0.08 0.00
H -3.579867 1.037454 -1.450982 -0.03 0.01 -0.01
H -3.686462 1.517602 -3.154426 0.02 0.02 0.00
H -4.369911 2.559971 -1.889749 0.01 0.02 -0.03
H -0.995706 3.991650 -2.889348 -0.03 0.05 -0.03
H -2.711375 4.438203 -2.870959 0.02 0.00 0.01
H -2.123448 3.214461 -4.008060 0.01 -0.03 0.02
H 0.626438 -1.984173 -2.035887 0.02 -0.04 -0.02
H 0.003209 -2.419633 -3.641611 0.01 0.00 0.02
H -1.059807 -1.629793 -2.448607 0.01 0.06 0.02
H -0.279801 1.195344 -4.611040 0.03 -0.02 -0.04
H -1.573084 0.201900 -3.924579 0.03 0.00 0.03
H -0.560851 -0.439967 -5.231432 0.00 0.04 -0.02
C 2.740745 -2.280857 1.074457 -0.27 0.16 0.17
Si 1.925715 -1.369960 2.516861 0.88 -0.75 0.84
C 2.537227 0.420236 2.646701 -0.30 -0.17 -0.13
C 2.458405 -2.239363 4.117216 -0.06 0.16 -0.21
C 0.066542 -1.675369 2.429969 0.29 1.45 -0.78
C -0.268309 -2.944407 1.770722 -0.13 -0.66 0.03
C -0.363027 -4.174575 2.414839 0.02 0.09 0.01
C -0.691735 -5.285907 1.661402 0.00 0.07 -0.05
C -0.920791 -5.129766 0.299541 0.01 -0.02 0.00
C -0.808074 -3.868686 -0.256710 -0.07 -0.06 -0.22
N -0.484474 -2.794254 0.459567 0.29 0.58 0.51
Si -1.441225 -0.785491 3.131795 -0.63 -0.12 0.64
C -2.903833 -1.270140 2.035941 0.32 0.05 0.16
C -1.717593 -1.431986 4.883996 0.09 0.08 -0.25
C -1.244712 1.094448 3.184281 0.07 -0.35 -0.03
H 3.825161 -2.161921 1.117149 0.01 0.04 0.06
H 2.400455 -1.909907 0.108172 0.07 0.00 -0.06
H 2.515106 -3.348193 1.133236 0.01 0.00 0.02
H 3.428539 0.417801 3.277661 0.01 -0.07 -0.02
H 1.816361 1.090476 3.113771 0.03 0.04 0.01
H 2.818690 0.820926 1.671737 -0.03 0.03 -0.01
H 3.541632 -2.175531 4.242073 0.00 0.00 0.00
H 2.185080 -3.296158 4.100796 0.00 0.00 -0.01
H 1.989122 -1.783392 4.991661 0.01 0.01 0.00
H -0.171606 -4.230724 3.478788 -0.02 -0.05 -0.01
H -0.770263 -6.262572 2.120121 0.00 0.01 0.02
H -1.176331 -5.975166 -0.323351 -0.02 0.03 -0.01
H -0.991065 -3.720157 -1.314145 0.03 0.03 0.02
H -3.097218 -2.342274 2.116331 -0.01 0.00 -0.01
H -2.695929 -1.038409 0.990203 -0.08 0.02 -0.03
H -3.812342 -0.742196 2.331240 0.03 0.04 0.05
H -1.856066 -2.515091 4.879446 0.00 0.00 0.01
H -2.611108 -0.982236 5.321711 -0.01 0.00 -0.02
H -0.870553 -1.201810 5.533249 0.00 0.01 0.00
H -1.487972 1.550912 2.223800 0.04 0.07 -0.02
H -0.240671 1.390538 3.487496 -0.01 0.06 0.00
H -1.936427 1.499878 3.926350 -0.05 -0.07 0.00
```
Positions in Å, forces in eV/Å.

Values from the calculation:
Charge = +1
Kohn-Sham gap (spin up / spin down) = 7.386 / 7.122 eV


ORCA calculation (the ωB97M-V functional and the def2-TZVPD basis) on a molecular structure, C20H46O4P4Y.

```
75
Properties=species:S:1:pos:R:3:forces:R:3
Y 0.968422 1.024199 0.532191 -1.09 0.10 1.88
P -3.163821 -0.863016 -0.451190 -0.44 -0.59 0.54
P -0.308967 -1.096629 2.158581 0.64 -0.37 0.34
P -0.165579 1.284884 -2.200186 -0.06 -0.38 -1.03
H 6.821096 -3.554798 -0.139476 -0.14 0.41 -0.10
C 6.877924 -2.617842 -0.702842 0.30 0.52 0.33
C 6.813707 -1.416761 -0.100209 0.08 -0.85 -0.38
H 6.660489 -1.342930 0.979506 0.04 0.00 -0.34
C -3.877721 -2.370848 -1.131569 0.11 -0.08 -0.11
C -3.585288 -0.688113 1.285247 -0.15 0.03 0.33
C -3.861321 0.575949 -1.268048 0.03 0.61 -0.46
C 1.386344 -1.647102 2.632537 0.18 0.04 -0.11
C -1.024806 -0.977630 3.847357 -0.34 0.38 -0.06
C -0.905746 -2.732884 1.598686 -0.16 -0.14 -0.15
C 1.401581 1.457765 -3.137763 0.28 0.12 0.24
C -1.241646 2.476264 -3.083142 -0.33 0.55 0.36
C -0.747144 -0.284373 -2.955763 -0.05 -0.33 0.15
H 7.124641 -2.744349 -1.764520 -0.15 0.25 0.38
H 6.990817 -0.482545 -0.642796 -0.10 -0.33 0.13
H -4.970418 -2.332541 -0.999565 0.33 -0.05 -0.07
H -3.468471 -3.255138 -0.613191 -0.21 0.36 -0.21
H -3.637563 -2.433387 -2.207776 -0.15 -0.02 0.43
H -4.630502 -0.359417 1.373271 0.25 -0.13 -0.09
H -2.938195 0.080310 1.732178 -0.17 -0.16 -0.12
H -3.465630 -1.630722 1.829948 -0.09 0.26 -0.13
H -4.475483 0.277300 -2.132315 0.30 0.00 0.24
H -3.089845 1.284503 -1.603818 -0.29 -0.23 0.15
H -4.516262 1.108822 -0.559155 0.31 -0.26 -0.20
H 1.245658 -2.409293 3.411705 0.33 0.19 -0.20
H 1.984435 -0.808347 3.019614 -0.22 -0.34 0.04
H 1.905041 -2.092078 1.771203 -0.16 0.08 0.38
H -0.502180 -1.678008 4.520990 -0.29 0.28 -0.29
H -2.096392 -1.231756 3.815664 0.38 0.14 0.14
H -0.910554 0.049466 4.228919 -0.12 -0.47 -0.08
H -0.934952 -3.401671 2.468371 0.00 -0.01 -0.30
H -0.206201 -3.124505 0.850503 -0.14 0.01 0.21
H -1.902886 -2.698843 1.145587 0.30 -0.17 0.21
H 1.181406 1.814103 -4.152536 0.19 -0.14 0.25
H 1.930334 0.498205 -3.184541 -0.12 0.21 -0.02
H 2.046203 2.182930 -2.624359 0.02 -0.02 -0.36
H -0.642350 3.064331 -3.789573 -0.22 -0.12 0.20
H -1.714292 3.161772 -2.366004 0.09 -0.07 -0.30
H -2.034288 1.953579 -3.637391 0.31 0.12 0.13
H -0.523292 -0.267173 -4.031163 -0.16 -0.02 0.25
H -1.828989 -0.419748 -2.813269 0.34 0.08 -0.22
H -0.229354 -1.133447 -2.494449 -0.08 0.09 -0.16
C 2.287071 -1.603451 -1.082051 -1.37 1.20 1.38
C 2.029218 -2.887781 -1.620983 0.25 -0.79 -1.02
C 2.866803 -3.385812 -2.618649 -1.42 -0.54 0.90
C 3.946199 -2.638649 -3.102467 -0.03 -0.14 -0.37
C 4.190939 -1.376574 -2.563271 0.23 1.18 1.02
C 3.489132 -0.936229 -1.448195 0.77 0.31 -1.18
O 1.370457 -0.983259 -0.339020 2.16 -1.20 -1.53
H -1.751476 -1.025108 -0.507511 -0.55 0.43 -0.17
H 1.134607 -3.407078 -1.270975 0.35 -0.01 -0.25
H 2.635673 -4.353835 -3.060193 0.14 0.16 0.15
H 4.597051 -3.033058 -3.888419 -0.32 0.13 0.24
H 4.954261 -0.741898 -3.015084 0.04 -0.28 0.41
H 3.809205 -0.034471 -0.918108 -0.19 -0.16 -0.27
C -3.154812 4.735097 0.280094 0.07 0.25 -0.11
O -2.589024 3.393924 0.214007 0.92 -0.87 0.28
P -1.267800 2.819091 0.967318 -1.15 1.47 1.09
O -1.226080 3.545045 2.416442 0.05 -0.73 -1.57
C -2.337266 3.960608 3.235179 -0.24 0.21 0.35
O 1.055972 1.556992 2.483355 0.02 0.16 -0.98
C 0.975952 2.103639 3.791466 0.38 0.15 0.28
H -3.529009 4.925911 -0.731789 0.09 0.15 0.36
H -2.373097 5.462749 0.558310 -0.43 -0.27 -0.14
H -3.987644 4.740601 0.999154 0.39 0.01 -0.29
H -2.654557 4.966062 2.926721 0.07 -0.38 0.23
H -1.935142 3.985030 4.253093 -0.25 0.09 -0.21
H -3.178843 3.251211 3.189494 0.33 0.22 -0.11
H 1.973668 2.469673 4.059698 -0.24 -0.06 0.13
H 0.663227 1.352169 4.530856 0.22 0.07 -0.27
H 0.267352 2.940912 3.846079 0.35 -0.32 -0.16
```
Positions in Å, forces in eV/Å.

Values from the calculation:
Charge = +3
Energy relative to the best compared isomer or geometry (same formula, charge and spin) = 0.000 eV
Kohn-Sham gap (spin up / spin down) = 6.674 / 4.460 eV


Q: Which electronic energy values were calculated for the entries above? A: -72892.6763; -67849.2611, in eV.
Q: Which molecular weight values were calculated for the entries above? A: 629.160; 563.386, in g/mol.
Q: Which largest force on an atom values were calculated for the entries above? A: 2.2; 2.9, in eV Å⁻¹.